Formula: C44H37ClN5O2P2STa
Source: OMol25
Level of theory: the ωB97M-V functional and the def2-TZVPD basis

Orbital gap (spin up / spin down): 0.2047 / 0.2049 Ha
Multiplicity: 1
Charge: +2

```
93
Properties=species:S:1:pos:R:3:forces:R:3
Ta -0.6223 0.8086 0.3392 -0.2721 0.5077 -0.2848
N -3.0851 4.4393 1.8997 0.0139 0.0294 -0.0175
C -2.3783 3.3454 1.6156 0.0931 0.0248 -0.0736
S -1.5752 3.1870 0.1474 -0.1103 0.0289 0.0083
N -2.3654 2.3307 2.5089 -0.0636 -0.0753 0.0451
N -1.4008 1.3296 2.1979 0.1773 0.1004 0.0219
C -1.2359 0.4509 3.3444 -0.0736 0.0070 -0.0138
C -0.1129 -0.4879 3.0749 -0.0365 -0.0713 -0.0544
C 0.4561 -1.2664 4.0594 -0.0051 -0.0178 0.0236
C 1.2936 -2.3090 3.6913 0.0054 -0.0057 0.0297
C 1.5277 -2.5430 2.3493 -0.0011 -0.0084 -0.0156
C 0.9809 -1.6825 1.4234 -0.0279 -0.0025 -0.0063
N 0.1814 -0.6642 1.7760 0.2516 0.0548 0.0572
H -3.1596 5.1700 1.2114 -0.0032 0.0085 0.0084
H -3.3355 4.6598 2.8501 -0.0047 -0.0167 0.0047
H -1.0385 1.0326 4.2464 -0.0111 0.0085 0.0044
H 0.2143 -1.0787 5.0970 -0.0010 -0.0004 -0.0039
H 1.7436 -2.9388 4.4472 -0.0041 -0.0004 -0.0064
H 2.1582 -3.3529 2.0144 0.0048 0.0074 0.0030
H 1.1837 -1.7888 0.3715 0.0080 0.0091 0.0100
C -3.7205 -1.0252 -0.5675 0.0259 0.0044 -0.0611
P -2.5567 -1.2149 0.8093 -0.0724 0.0923 0.1521
C -3.2946 -0.3702 2.2241 0.0710 -0.1467 0.0697
C -4.0268 0.7126 1.9729 -0.0153 0.0840 -0.0027
C -3.7934 1.8577 2.9158 -0.0101 -0.0207 -0.0359
C -3.9033 1.4264 4.3490 -0.0003 0.0029 -0.0145
C -3.3506 0.2655 4.6510 0.0196 -0.0139 -0.0095
C -2.5565 -0.4045 3.5633 -0.0101 0.0192 -0.0443
C -2.3876 -2.9542 1.2273 0.0697 -0.0187 -0.0740
C -3.1596 -3.5476 2.2250 0.0252 -0.0134 -0.0007
C -3.0080 -4.8982 2.5022 -0.0127 0.0134 -0.0001
C -2.0976 -5.6585 1.7805 0.0021 -0.0009 -0.0029
C -1.3367 -5.0753 0.7755 -0.0063 0.0133 0.0006
C -1.4760 -3.7237 0.5034 -0.0177 -0.0131 0.0041
C -3.2001 0.0533 -1.4707 -0.0500 0.1753 0.0141
C -3.7087 0.4757 -2.6656 -0.0098 0.0120 -0.0085
C -2.6913 1.2219 -3.3235 -0.0251 0.0478 -0.0195
C -1.6090 1.2384 -2.4950 0.0118 -0.1060 0.0377
C -0.1840 1.6134 -2.7314 0.0064 0.0113 0.0301
P 0.8351 0.2968 -1.9206 0.1053 -0.0118 0.0067
C 2.4279 1.1929 -1.7082 0.0208 -0.0205 0.0884
C 2.3029 3.6158 -0.7904 -0.0728 -0.0115 -0.0464
C 3.4260 4.1338 -0.3175 0.0850 -0.0573 -0.0173
C 5.2911 2.5095 -1.0760 0.3224 -0.1090 -0.4349
C 5.0004 1.1752 -1.8549 -0.0847 0.0218 -0.0170
C 3.6586 0.3922 -1.9344 0.0303 -0.0094 0.0312
C 1.0345 -1.0507 -3.0997 -0.0388 -0.0589 -0.0313
C 0.9642 -0.8731 -4.4816 -0.0543 -0.0234 0.0015
C 1.1333 -1.9528 -5.3341 -0.0002 0.0073 -0.0139
C 1.3757 -3.2181 -4.8186 0.0056 -0.0128 0.0143
C 1.4427 -3.4085 -3.4456 0.0003 0.0218 0.0027
C 1.2657 -2.3310 -2.5916 0.0443 0.0135 -0.0423
N -1.9081 0.5559 -1.3173 0.1852 -0.2509 -0.1431
H -3.7179 -1.9764 -1.1071 -0.0203 -0.0210 0.0266
H -4.7394 -0.8697 -0.2104 0.0004 0.0344 -0.0052
H -4.4931 0.9140 1.0157 0.0008 -0.0040 0.0099
H -4.4395 2.7016 2.7024 0.0094 0.0138 0.0066
H -4.4635 2.0294 5.0501 0.0017 -0.0044 -0.0043
H -3.3940 -0.1759 5.6381 0.0010 0.0062 -0.0040
H -2.2866 -1.4223 3.8381 -0.0107 -0.0067 0.0029
H -3.8878 -2.9612 2.7730 -0.0037 -0.0090 0.0027
H -3.6090 -5.3601 3.2739 0.0024 0.0010 -0.0033
H -1.9876 -6.7129 1.9965 0.0000 0.0047 -0.0013
H -0.6392 -5.6756 0.2065 -0.0023 0.0047 -0.0015
H -0.8893 -3.2660 -0.2873 0.0061 -0.0070 0.0006
H -4.6712 0.2059 -3.0711 0.0101 0.0018 0.0067
H -2.7371 1.6403 -4.3167 -0.0024 -0.0072 0.0079
H 0.0267 1.7025 -3.7960 0.0034 -0.0027 -0.0075
H 0.1114 2.5601 -2.2707 0.0134 0.0127 -0.0307
H 1.5200 4.1443 -1.3179 0.0093 0.0009 0.0116
H 3.7369 5.1665 -0.3807 -0.0013 -0.0065 -0.0060
H 6.2973 2.6181 -0.6745 -0.0918 0.0058 0.1954
H 5.8790 0.5503 -1.9773 0.0029 0.0055 -0.0145
H 3.6453 -0.6895 -1.9385 0.0073 0.0013 -0.0024
H 0.7598 0.1008 -4.9068 0.0017 -0.0001 -0.0010
H 1.0711 -1.8069 -6.4041 -0.0010 0.0037 0.0034
H 1.5069 -4.0579 -5.4877 -0.0010 0.0037 0.0011
H 1.6289 -4.3948 -3.0420 0.0010 0.0023 -0.0002
H 1.3196 -2.4890 -1.5216 0.0057 -0.0022 0.0030
Cl 5.4757 4.7252 -2.8063 -0.0306 0.0893 -0.0038
C 5.0242 3.2074 -2.2847 0.0573 -0.0716 0.0592
C 4.5552 2.0470 -3.0750 -0.1310 -0.0672 0.0430
C 3.1696 1.3547 -3.0257 -0.0068 0.1012 -0.0175
C 2.2352 2.1364 -0.4862 -0.0210 0.1174 -0.3809
O 0.9367 1.8605 0.0617 -0.2115 -0.5286 0.6600
C 3.3665 1.9555 0.4783 -0.0707 0.1113 0.0344
C 3.6426 0.7446 1.1133 0.0075 -0.1490 -0.0251
O 2.9346 -0.2720 1.0054 0.1851 0.0536 0.0461
C 4.2870 3.0250 0.2503 -0.3353 0.1305 0.2940
H 5.0002 1.9595 -4.0652 0.0374 -0.0245 0.0186
H 2.6727 1.1108 -3.9554 -0.0084 -0.0032 0.0002
H 4.5478 0.7143 1.7459 0.0053 -0.0143 -0.0142
H 4.9856 3.2832 1.0391 0.0902 -0.0061 -0.0843
```
Forces are in eV/Å.

Löwdin population analysis, charges in e, atoms 1 to 5: number 1, Ta, carries 1.619; number 2, N, carries 0.143; number 3, C, carries -0.752; number 4, S, carries 0.855; number 5, N, carries -0.054

---

Formula: C44H37MnN3O2P2Se5
Source: OMol25
Level of theory: the ωB97M-V functional and the def2-TZVPD basis

Orbital gap (spin up / spin down): 0.1438 / 0.1503 Ha
Multiplicity: 2

```
94
Properties=species:S:1:pos:R:3:forces:R:3
Mn -0.5846 0.6781 0.7436 0.3240 0.4563 0.2013
O 0.5421 -2.3002 -0.8139 -0.0338 -0.2824 0.3065
C -0.1406 -2.5453 -1.9778 0.2262 0.2602 0.0376
C -0.1926 -3.8089 -2.5364 -0.1227 -0.0653 -0.1046
C -0.8814 -3.9783 -3.7301 0.0013 0.0007 0.0068
C -1.5064 -2.8957 -4.3344 0.0330 0.0286 0.0550
C -1.4831 -1.6470 -3.7250 -0.0280 -0.0297 -0.0496
C -0.8042 -1.4524 -2.5234 -0.0048 0.1064 -0.0056
P -0.7843 0.1465 -1.5943 -0.1080 -0.1861 -0.1154
C 0.6966 1.0020 -2.2080 -0.0478 -0.1101 -0.0255
C 1.4574 0.5288 -3.2747 -0.0265 0.0394 -0.0581
C 2.6910 1.0846 -3.5773 -0.0340 0.0248 0.0644
C 3.1763 2.1143 -2.7851 -0.0030 0.0135 0.0203
C 2.4223 2.6082 -1.7300 0.0048 -0.0104 -0.0397
C 1.1703 2.0745 -1.4461 -0.1013 0.2865 0.2897
C -2.1823 0.9607 -2.4659 -0.0280 -0.1568 -0.0261
C -3.4663 0.4503 -2.2522 -0.0233 0.0019 -0.0209
C -4.5574 0.9715 -2.9299 0.0918 0.0326 0.0236
C -4.3784 2.0261 -3.8211 -0.0072 -0.0197 0.0005
C -3.1123 2.5505 -4.0253 0.0480 -0.0419 0.0609
C -2.0151 2.0167 -3.3514 -0.0420 0.0633 -0.0237
C 1.9128 -2.2829 -0.7523 -0.3043 0.1243 -0.1323
C 2.7468 -2.8839 -1.6799 0.1465 -0.0139 0.0235
C 4.1159 -2.8730 -1.4434 -0.0210 -0.0260 -0.0342
C 4.6321 -2.2812 -0.3010 -0.0556 0.0251 0.0121
C 3.7737 -1.6498 0.5904 0.0509 0.0609 -0.0508
C 2.4006 -1.6140 0.3637 0.1400 0.1796 0.1677
P 1.2199 -0.6922 1.4471 0.0657 -0.1393 -0.0106
C 0.7483 -2.0179 2.6447 0.0761 -0.0527 -0.0721
C 0.0618 -1.7011 3.8200 -0.0283 -0.0524 -0.0388
C -0.2991 -2.6935 4.7230 0.0137 0.0450 -0.0391
C -0.0019 -4.0252 4.4584 -0.0166 0.0301 -0.0082
C 0.6591 -4.3555 3.2849 0.0057 0.0949 -0.0515
C 1.0356 -3.3589 2.3895 -0.0383 -0.0147 0.0386
C 2.4359 0.3449 2.3650 -0.0235 -0.0970 -0.0482
C 2.7232 0.2465 3.7192 0.0571 -0.0216 0.1304
C 3.6076 1.1413 4.3202 -0.0839 -0.0465 -0.0220
C 4.2174 2.1321 3.5702 -0.0259 0.0025 -0.0692
C 3.9460 2.2304 2.2074 -0.0246 -0.0512 0.0546
C 3.0592 1.3470 1.6153 0.0127 0.0868 0.0628
H 0.2943 -4.6406 -2.0428 0.0262 0.0440 -0.0098
H -0.9244 -4.9578 -4.1893 -0.0002 0.0159 0.0025
H -2.0203 -3.0227 -5.2784 -0.0167 -0.0010 0.0297
H -1.9980 -0.8162 -4.1904 0.0081 -0.0355 0.0028
H 1.0890 -0.3057 -3.8595 -0.0113 0.0146 0.0122
H 3.2730 0.7029 -4.4069 -0.0141 0.0071 0.0438
H 4.1494 2.5443 -2.9873 -0.0205 0.0018 0.0078
H 2.7994 3.4121 -1.1138 0.0012 0.0903 -0.0265
H 0.9955 3.2517 0.2068 0.1674 0.0770 -0.0218
H -3.6059 -0.3726 -1.5570 0.0109 0.0098 -0.0081
H -5.5474 0.5649 -2.7591 0.0391 0.0008 -0.0096
H -5.2286 2.4372 -4.3535 0.0404 -0.0152 0.0371
H -2.9677 3.3796 -4.7071 0.0002 -0.0215 0.0255
H -1.0306 2.4390 -3.5176 -0.0106 -0.0148 -0.0137
H 2.3484 -3.3549 -2.5662 -0.0339 -0.0040 -0.0005
H 4.7789 -3.3447 -2.1589 -0.0190 0.0210 0.0201
H 5.6978 -2.2929 -0.1105 -0.0443 0.0019 -0.0059
H 4.1827 -1.1573 1.4630 -0.0012 -0.0167 -0.0139
H -0.1939 -0.6721 4.0460 0.0344 0.0112 0.0195
H -0.8101 -2.4171 5.6383 0.0150 -0.0153 -0.0352
H -0.2825 -4.7988 5.1634 0.0056 0.0380 -0.0230
H 0.8939 -5.3903 3.0651 -0.0043 0.0378 -0.0035
H 1.5596 -3.6376 1.4844 0.0149 0.0011 0.0324
H 2.2584 -0.5199 4.3264 0.0085 0.0067 -0.0293
H 3.8046 1.0646 5.3834 -0.0036 -0.0121 -0.0622
H 4.8983 2.8301 4.0417 -0.0260 -0.0171 -0.0204
H 4.4193 3.0009 1.6106 -0.0181 -0.0179 0.0142
H 2.8540 1.4285 0.5550 -0.0052 -0.0156 -0.0410
Se -0.2223 1.7913 2.7450 -0.3914 0.1575 0.2605
Se 0.0929 2.1474 5.9597 0.0988 -0.0392 -0.0048
Se -1.5471 3.5295 5.4432 -0.1780 0.1243 -0.0529
Se -1.8771 3.2879 3.1225 0.5412 -0.3289 0.0502
C -2.7542 -2.8079 1.1871 0.1650 0.2112 -0.0627
O -1.9839 -1.6945 0.6952 -0.0210 -0.2337 -0.0066
C -1.8556 -0.5401 1.3596 0.0885 -0.1541 -0.2084
C -2.7884 -0.4271 2.5219 -0.2094 -0.0062 0.0081
H -3.8098 -2.5595 1.2808 -0.0394 0.0252 0.0035
H -2.3600 -3.1439 2.1454 0.0119 -0.0232 0.0485
H -2.6284 -3.5907 0.4458 0.0147 -0.0246 -0.0262
H -3.8237 -0.5834 2.1974 0.0103 0.0065 0.0358
H -2.7130 0.5464 2.9895 -0.0287 0.0485 0.0622
H -2.5649 -1.1936 3.2697 -0.0163 0.0001 0.0060
Se 1.0584 5.7003 -0.7847 -0.1754 -0.1523 0.0891
N -0.5775 5.3018 -1.4047 0.1689 0.1293 -0.1739
C -1.3185 4.3069 -0.8924 -0.1109 -0.2960 0.2569
C -2.7350 4.4921 -0.8704 0.2205 0.1272 -0.0499
C -3.5859 3.5652 -0.3347 -0.1482 -0.1706 0.0850
C -3.0701 2.3815 0.1974 -0.1130 0.2274 -0.1593
N -1.7698 2.1572 0.1442 -0.0474 0.2474 0.0306
C -0.9193 3.0358 -0.3895 0.2064 0.3107 -0.0757
N 0.4475 2.5482 -0.2814 -0.3076 -0.8600 -0.4888
H -3.1002 5.4339 -1.2623 0.0061 -0.0598 -0.0401
H -4.6550 3.7398 -0.3099 0.0525 0.0203 0.0065
H -3.6883 1.6230 0.6562 -0.0062 -0.0253 -0.0272
```
Forces are in eV/Å.

Löwdin population analysis, charges in e, atoms 1 to 5: number 1, Mn, carries -0.152; number 2, O, carries -0.044; number 3, C, carries -0.282; number 4, C, carries -0.012; number 5, C, carries -0.065

---

We obtain calculated total energy values of -101242.8990, -431420.2510 eV for the records listed above, in that order.
We obtain energy relative to the best compared isomer or geometry (same formula, charge and spin) values of 918.1, 46.3 kJ/mol for the records listed above, in that order.